1.
23
Properties=species:S:1:pos:R:3:forces:R:3 method="wB97M-V/def2-TZVPD" e_above_lowest_kcal_mol=0.0 lumo_ev=0.74 mol_weight_da=215.18 fmax_ev_per_a=5.254 homo_ev=-9.848 orbital_gap_ev=10.59
H 3.432404 -0.456474 -2.202931 -1.1816 -0.2632 1.8653
H 1.017109 0.002939 -2.127421 -1.2900 0.4226 -1.9730
C -2.125953 1.433850 -1.062047 0.6918 -1.0569 0.1786
H 3.619629 -0.644334 1.864060 -0.8822 -0.0581 0.4012
N -1.189804 0.855094 1.010618 0.6629 -0.8196 -0.5777
C 2.829386 -0.480775 -1.201727 1.0096 1.0009 -3.2358
C -2.352682 1.568943 0.386184 1.6398 -0.5815 0.7187
C -0.646865 -0.111757 0.047099 -2.8732 3.4387 -2.7430
H -2.674552 1.951502 -1.793670 -0.7842 0.8700 -0.8182
C 1.474828 -0.199343 -1.235824 1.2693 -0.8739 1.4615
H 1.062612 -0.896266 2.092350 0.5963 1.6577 -1.9845
C 2.894054 -0.562450 1.053502 1.7195 -0.2894 -0.9110
C 0.809619 -0.307064 -0.041457 -0.4173 1.1585 -0.4706
C -1.328602 -1.386238 0.224445 -0.3188 -2.7727 -0.3481
N 3.530711 -0.600924 -0.117857 1.0565 -0.0396 0.7196
F -0.933289 -2.330855 -0.690305 -0.1860 0.7612 0.4462
F -2.646013 -1.368972 0.210207 -1.0057 0.5636 -0.5315
H -2.275817 2.551270 0.734999 0.0204 1.8345 0.3095
C 1.535914 -0.485712 1.095208 -0.8322 -2.0785 4.3552
H -3.350908 1.274049 0.656846 -0.2437 -0.8796 0.3754
N -1.287111 0.593369 -1.461288 1.6318 -1.8675 1.6904
F -1.019243 -1.860390 1.429783 0.5128 -0.6136 0.7639
H -0.375418 1.460541 1.129230 -0.7960 0.4865 0.3079

2.
26
Properties=species:S:1:pos:R:3:forces:R:3 method="wB97M-V/def2-TZVPD" lumo_ev=-12.65 total_charge=+3 mol_weight_da=371.06 fmax_ev_per_a=4.379 homo_ev=-20.406 orbital_gap_ev=7.76
H -0.413641 -3.738904 2.110005 -0.2864 0.0218 0.3968
H 2.717726 -5.692161 0.586661 -0.1484 0.2767 -0.2279
O -1.825858 -1.815050 -2.417577 1.7095 1.7714 2.2697
H 2.345739 -5.820088 -1.150640 -0.0469 -0.0468 0.0682
C -1.821116 -0.207969 1.518497 -1.8870 -0.1984 1.4964
S 1.440179 -1.986309 1.398205 -0.6367 0.9448 -0.5795
N -0.018482 -4.217714 1.321483 1.0379 0.7762 0.7340
O -2.676583 -0.292902 2.246246 1.6309 0.2349 -1.3863
O 1.811952 1.791887 2.396481 -1.2328 -1.0145 -1.6018
N 1.631261 -4.071968 -0.272806 0.8208 0.8873 1.0446
C 0.926311 -3.517878 0.708701 -0.3264 -1.5716 -0.3338
H 2.387378 -3.487253 -0.586815 0.2995 0.0397 -0.2203
In 0.131526 -0.383296 0.112288 0.3149 0.4128 0.3463
O -1.349859 2.971784 -1.215055 1.7160 -3.7197 1.5483
C 1.951459 -5.514000 -0.183226 -0.3572 -0.5688 -0.4214
C 1.212189 1.248450 1.611100 1.3102 1.2467 1.7255
O 2.675667 0.301933 -2.243189 -1.5134 -0.1123 1.2489
C -0.905258 1.992537 -0.814942 -1.6437 3.4530 -1.4912
C 1.811023 0.198464 -1.530990 1.6464 0.2030 -1.4703
C 0.083063 -5.688442 1.448485 -0.4448 -0.4973 -0.3029
H 0.717859 -5.954923 2.307745 -0.1976 0.3363 -0.1637
H -0.066354 -6.023361 -0.651357 -0.0183 -0.1944 -0.0848
H 0.817841 -7.269479 0.230904 -0.0327 -0.3280 -0.0356
C 0.650008 -6.205743 0.149455 -0.0306 -0.3519 -0.1108
C -1.232093 -1.247540 -1.633871 -1.8192 -1.9421 -2.4182
H -0.925529 -6.060612 1.632874 0.1361 -0.0589 -0.0302

3.
19
Properties=species:S:1:pos:R:3:forces:R:3 method="wB97M-V/def2-TZVPD" e_above_lowest_kcal_mol=3.0 lumo_ev=0.59 mol_weight_da=144.18 fmax_ev_per_a=1.974 homo_ev=-8.292 orbital_gap_ev=8.89
C 0.354219 1.689372 -0.042065 -0.7878 1.7874 -0.2868
C -1.647398 -1.458559 -0.038261 0.8180 -0.1940 0.5090
H -2.382331 2.285137 0.116653 0.1273 0.4906 -0.0411
C 1.894946 -0.156155 0.028225 0.1242 0.1516 -0.6776
H 2.442746 1.964995 -0.058517 -0.1442 -0.3949 0.0035
N -3.185416 0.453355 0.005957 0.9638 -1.2920 -0.3543
C 1.629752 1.233549 -0.028154 0.4107 0.2025 0.2121
H -3.738190 -1.561969 -0.161650 -0.3281 0.0416 0.1230
H 3.954022 0.017931 0.209949 -1.0520 -0.9171 -0.3784
C -2.892153 -0.899323 -0.080843 -0.2240 0.1310 0.1595
C -2.140605 1.241252 0.018332 0.2256 0.1431 -0.0682
H 0.922823 -2.110295 -0.018704 0.4937 0.4900 0.1663
C 0.824844 -1.015580 0.042031 -0.7296 -1.2061 -0.1598
H 0.196864 2.797924 -0.102157 0.0472 -1.1234 0.1382
H 3.293074 -1.561977 0.205998 0.4011 -0.1050 0.0203
C -0.771961 0.839470 -0.054096 -0.3129 -1.8060 0.5217
C -0.521380 -0.587237 -0.003411 0.1647 1.7080 -0.1212
H -1.438251 -2.552127 0.095420 -0.6119 1.0786 -0.4753
N 3.204394 -0.619763 -0.134705 0.4142 0.8141 0.7091

4.
19
Properties=species:S:1:pos:R:3:forces:R:3 method="wB97M-V/def2-TZVPD" e_above_lowest_kcal_mol=2.1 lumo_ev=0.66 mol_weight_da=144.18 fmax_ev_per_a=2.387 homo_ev=-8.305 orbital_gap_ev=8.97
H -2.097941 -1.717522 -1.530582 -0.1321 -0.3115 -0.2993
H -1.719597 -0.426048 -3.454288 0.2978 0.2709 -0.0247
N 0.922857 0.199567 3.064998 0.2993 0.2568 -0.7747
C 0.045309 -0.522356 2.423695 -0.9121 -0.5226 -0.4725
C 0.545878 0.473651 0.267751 0.8676 0.0389 -1.4568
H -0.621328 0.901930 -3.516975 -0.4090 -1.3955 0.3644
H 0.993508 1.168719 -1.764896 0.2976 0.5130 -0.1102
C 1.693279 1.055896 2.294478 -0.5818 -0.7150 0.1025
C -1.119433 -1.289367 0.272521 -0.4382 -0.6891 2.2428
C -0.207994 -0.451932 0.999688 0.3163 -0.1237 0.3509
C 1.575760 1.211208 0.948204 -1.3014 -0.4382 0.2737
H 2.443211 1.602922 2.822656 0.3059 0.2677 0.4065
C -1.325762 -1.147221 -1.052200 -0.0339 0.1207 0.1341
C -0.575264 -0.197502 -1.790464 -0.9245 -0.2906 -0.6247
H -1.680281 -2.058575 0.886509 0.5631 0.9697 -0.9517
H 2.174073 1.940867 0.440064 0.2611 0.1044 -0.3012
N -0.823977 -0.055028 -3.155603 0.1880 0.9661 -0.4255
C 0.361755 0.542789 -1.170480 0.7263 0.3836 1.9435
H -0.584054 -1.231997 3.014926 0.6103 0.5946 -0.3769

5.
20
Properties=species:S:1:pos:R:3:forces:R:3 method="wB97M-V/def2-TZVPD" e_above_lowest_kcal_mol=108.4 lumo_ev=-0.24 mol_weight_da=160.18 fmax_ev_per_a=6.391 homo_ev=-7.779 orbital_gap_ev=7.54
H -1.423151 0.277076 3.752445 -0.1364 0.6517 -1.7836
C -0.091341 -0.953526 -1.691463 0.3059 0.0781 0.5926
C 1.071620 -0.145138 -1.961664 -1.6478 -0.8036 -0.1395
H -0.436423 -1.583838 -2.418722 -0.0867 -1.9601 -2.1063
C 0.813611 1.542833 1.575108 3.5001 0.2477 -5.3412
C -0.898295 -1.031030 -0.573269 0.3556 1.6077 1.3201
H -1.622017 -3.038862 -0.717087 -0.3833 3.1906 1.3075
H 0.357696 1.646491 3.722854 0.4929 0.5828 -1.6359
H -1.961923 -2.101422 0.785353 0.1893 0.2533 -1.9668
C 0.073382 1.372487 2.660303 1.3864 1.5953 4.0212
H 3.039157 -0.259677 -3.057899 -6.2154 -0.1775 -0.0686
C 1.344894 0.823644 -1.072350 0.0675 1.7643 1.9459
C -1.036517 0.611716 2.731570 -1.3392 -2.8684 -1.3205
N -1.349513 -0.028811 1.624567 -1.3880 -1.0418 -0.1456
H 2.035669 1.654007 -1.401187 -0.4925 -1.0709 1.1210
H 1.813420 2.140128 1.662262 -1.9814 -1.1475 -0.2669
C 0.531367 0.808513 0.157997 -1.4414 2.0562 4.3219
O 1.718062 -0.346598 -3.161836 5.1805 0.2592 0.6676
N -1.797357 -2.040806 -0.263177 0.2719 -2.5947 -0.0276
C -0.728527 0.058200 0.413257 3.3622 -0.6224 -0.4952

6.
21
Properties=species:S:1:pos:R:3:forces:R:3 method="wB97M-V/def2-TZVPD" e_above_lowest_kcal_mol=275.6 lumo_ev=-0.60 mol_weight_da=176.17 fmax_ev_per_a=7.595 homo_ev=-8.202 orbital_gap_ev=7.61
C 1.335304 0.274103 -0.955473 2.7622 0.3661 3.6690
H -3.716934 0.058715 -0.562737 1.5947 -1.4967 -2.1647
H -3.565162 -1.994428 -1.178207 2.5076 4.0935 0.1264
N -0.246505 -0.303914 3.429535 0.5867 -1.1797 -2.8573
C 1.925637 0.103706 2.625306 -1.2991 0.6713 -2.4145
H 2.969186 0.438712 2.142412 -2.3185 -0.8111 2.3206
C -2.848095 -0.634332 -1.053140 -2.2332 -0.2422 1.4881
O -2.197942 -0.196217 -2.310156 -1.9104 4.2735 0.1202
C 1.037800 0.018056 3.736766 3.3124 0.2846 0.9810
H 1.526121 0.110727 4.800617 -1.8111 -0.0963 -2.0505
N 1.027863 -0.123785 1.546978 -1.2679 -2.0337 1.5090
C 1.852869 0.781728 -2.327632 -2.0462 -2.9371 2.2050
H 2.772097 0.189778 -2.576709 -0.5837 1.0633 0.2180
O 0.828084 0.101035 -3.069504 -1.2207 0.8879 -1.9588
C 1.307361 -0.120330 0.232865 0.0553 2.3148 -4.3947
H -0.111896 0.242392 -2.744043 1.7845 -0.0564 -0.1395
H 1.963677 1.894014 -2.401934 -0.2941 -1.0224 -0.0764
H -2.439993 1.060086 -2.675571 0.6644 -5.7043 2.1593
C -0.264692 -0.528269 2.044258 4.9485 2.7590 5.0585
C -1.235641 -0.781544 1.157131 -4.0804 0.7622 -4.4553
C -1.919139 -0.590233 0.139238 0.8489 -1.8965 0.6568

Repeat the sixth record exactly.
21
Properties=species:S:1:pos:R:3:forces:R:3 method="wB97M-V/def2-TZVPD" e_above_lowest_kcal_mol=275.6 lumo_ev=-0.60 mol_weight_da=176.17 fmax_ev_per_a=7.595 homo_ev=-8.202 orbital_gap_ev=7.61
C 1.335304 0.274103 -0.955473 2.7622 0.3661 3.6690
H -3.716934 0.058715 -0.562737 1.5947 -1.4967 -2.1647
H -3.565162 -1.994428 -1.178207 2.5076 4.0935 0.1264
N -0.246505 -0.303914 3.429535 0.5867 -1.1797 -2.8573
C 1.925637 0.103706 2.625306 -1.2991 0.6713 -2.4145
H 2.969186 0.438712 2.142412 -2.3185 -0.8111 2.3206
C -2.848095 -0.634332 -1.053140 -2.2332 -0.2422 1.4881
O -2.197942 -0.196217 -2.310156 -1.9104 4.2735 0.1202
C 1.037800 0.018056 3.736766 3.3124 0.2846 0.9810
H 1.526121 0.110727 4.800617 -1.8111 -0.0963 -2.0505
N 1.027863 -0.123785 1.546978 -1.2679 -2.0337 1.5090
C 1.852869 0.781728 -2.327632 -2.0462 -2.9371 2.2050
H 2.772097 0.189778 -2.576709 -0.5837 1.0633 0.2180
O 0.828084 0.101035 -3.069504 -1.2207 0.8879 -1.9588
C 1.307361 -0.120330 0.232865 0.0553 2.3148 -4.3947
H -0.111896 0.242392 -2.744043 1.7845 -0.0564 -0.1395
H 1.963677 1.894014 -2.401934 -0.2941 -1.0224 -0.0764
H -2.439993 1.060086 -2.675571 0.6644 -5.7043 2.1593
C -0.264692 -0.528269 2.044258 4.9485 2.7590 5.0585
C -1.235641 -0.781544 1.157131 -4.0804 0.7622 -4.4553
C -1.919139 -0.590233 0.139238 0.8489 -1.8965 0.6568